Record 1
47
Properties=species:S:1:pos:R:3:forces:R:3:lowdin_charge:R:1 method="wB97M-V/def2-TZVPD" relative_energy_kcal_mol=5.37 charge=+3 multiplicity=1 orbital_gap_ev="5.530 / 5.445" fmax_ev_per_a=0.377
Tl 0.847948 0.007025 -2.141311 -0.1 0.1 0.1 1.008
C 0.167023 3.705515 -0.859119 0.0 0.0 0.0 0.013
C -0.841329 2.698202 -0.432748 -0.1 0.0 -0.2 -0.347
N -0.749485 1.389442 -0.570641 0.0 0.1 0.0 -0.067
C -1.924654 0.852934 -0.069830 0.0 0.0 0.0 -0.123
C -2.729570 1.845762 0.367572 0.0 0.1 0.0 -0.030
N -2.036336 3.024439 0.136897 0.1 -0.1 0.1 -0.013
C -2.563992 4.351000 0.344916 -0.1 0.1 0.0 -0.030
N -1.907001 5.103683 1.409998 0.0 -0.2 0.0 0.025
N -1.043250 6.167223 1.014034 0.1 0.0 -0.2 0.127
N -0.595299 6.729868 2.024507 -0.1 0.0 0.1 0.148
C -1.118064 6.100645 3.164900 0.0 0.0 -0.1 -0.173
C -0.950594 6.386467 4.479039 -0.2 -0.1 0.3 0.111
C -1.640099 5.533685 5.408803 0.1 0.3 -0.1 0.081
C -2.468721 4.475692 4.987911 0.0 -0.1 0.0 -0.008
C -2.635396 4.188911 3.661449 0.1 0.1 -0.1 0.083
C -1.954745 5.042047 2.731170 0.0 -0.1 0.0 -0.112
H 0.984233 3.212088 -1.380128 0.0 0.0 0.0 0.069
H 0.593159 4.238893 -0.009171 0.0 0.0 0.0 0.087
H -0.264766 4.447050 -1.532999 0.0 0.0 0.0 0.101
H -2.122635 -0.205362 -0.068414 0.0 0.0 0.0 0.113
H -3.725992 1.837074 0.774993 0.0 0.0 0.0 0.133
H -3.624608 4.277269 0.577471 0.0 -0.1 0.0 0.158
H -2.443601 4.958458 -0.550660 0.0 0.0 0.0 0.152
H -0.361436 7.228311 4.818831 0.1 -0.1 0.0 0.152
H -1.507744 5.723000 6.466282 -0.1 0.0 0.0 0.142
H -2.975572 3.870325 5.726361 0.1 0.0 0.1 0.137
H -3.230439 3.346977 3.336391 -0.1 0.1 0.0 0.130
O 1.906018 -3.090561 -1.886685 0.0 -0.2 -0.2 0.062
C 2.491199 -4.090566 -2.160605 0.0 -0.1 -0.1 -0.357
C 3.491108 -4.870249 -1.372081 0.0 0.0 0.0 -0.072
C 3.391773 -6.400448 -1.548630 0.0 0.0 0.0 -0.157
C 1.966611 -6.967079 -1.573771 0.0 0.0 0.0 -0.174
C 1.323916 -6.980409 -2.946927 -0.1 0.0 0.0 -0.093
C 0.964438 -5.514383 -3.513538 0.0 0.0 0.0 -0.094
N 2.154358 -4.774674 -3.445502 0.1 -0.1 0.3 0.221
H 3.353112 -4.568781 -0.333004 0.0 0.0 0.0 0.146
H 4.484605 -4.520622 -1.677083 0.0 0.0 0.0 0.154
H 3.947442 -6.835038 -0.719122 0.0 0.0 0.0 0.133
H 3.925730 -6.716771 -2.449347 0.0 0.0 0.0 0.124
H 1.325944 -6.457579 -0.846728 0.0 0.0 0.0 0.134
H 2.003701 -8.010906 -1.252227 0.0 0.0 0.0 0.140
H 0.352028 -7.477436 -2.956051 0.0 0.0 0.0 0.140
H 1.964957 -7.466007 -3.683603 0.0 0.0 0.0 0.131
H 0.200910 -5.057543 -2.888016 0.0 0.0 0.0 0.145
H 0.636096 -5.643933 -4.546042 0.0 -0.1 0.0 0.158
H 2.939017 -5.093639 -4.017543 0.0 0.2 -0.2 0.193


Record 2
54
Properties=species:S:1:pos:R:3:forces:R:3:mulliken_spin:R:1 method="wB97M-V/def2-TZVPD" relative_energy_kcal_mol=10.78 multiplicity=3 orbital_gap_ev="7.572 / 7.946" fmax_ev_per_a=2.073 s2=2.016
V -0.032264 -0.861186 -0.108837 -0.1 2.0 0.5 1.983
N 1.211824 -0.488752 -1.863315 -0.4 0.1 -0.1 -0.015
C 0.232810 -0.381680 -2.982892 -0.1 0.1 0.1 -0.003
C -1.127709 0.153414 -2.469904 -0.1 -0.3 0.2 0.006
O -1.680108 1.086508 -3.047702 -0.1 0.0 -0.1 0.011
N -1.534103 -0.539987 -1.391762 -0.1 0.1 0.1 0.002
C -2.759972 -0.227827 -0.645991 0.3 0.2 -0.2 0.000
C -2.384910 0.102058 0.816145 0.5 -0.5 -0.3 0.013
O -2.910584 0.998167 1.434625 -0.1 0.0 0.3 -0.003
O -1.386507 -0.652160 1.283683 -0.2 0.4 -0.5 -0.031
H 1.648412 0.409040 -1.683766 0.0 0.0 0.0 0.002
H 1.944181 -1.163004 -2.051949 0.0 0.0 0.0 0.001
H 0.052623 -1.384026 -3.372095 0.1 0.0 0.0 0.001
H 0.582131 0.266067 -3.786777 0.0 0.0 0.0 0.000
H -3.393600 -1.119800 -0.613556 -0.1 0.1 0.0 -0.004
H -3.312066 0.595674 -1.099245 0.0 0.0 0.1 0.000
O 0.031740 -2.635563 -0.428475 0.3 -1.7 0.1 -0.034
N -0.115932 -3.708772 -1.136660 -0.1 0.5 0.0 -0.028
C -0.963980 -4.563084 -0.662487 -0.1 -0.7 0.0 0.056
C -1.723787 -4.381016 0.553268 0.2 0.1 -0.4 -0.004
N -2.336477 -4.242923 1.515087 0.0 0.0 0.0 0.021
C -1.090502 -5.811663 -1.382366 0.0 0.4 0.3 -0.003
N -1.198558 -6.812786 -1.933709 0.0 0.0 0.0 0.021
O 0.217745 1.299337 -0.017770 -0.4 0.4 -0.3 -0.015
S -0.826035 2.403192 -0.367711 0.6 -1.0 0.2 0.002
C 0.058001 3.563794 -1.445936 0.0 0.1 0.0 0.001
C 0.230545 4.878810 -0.674889 0.0 0.0 0.0 0.000
C -0.858192 4.895794 0.402381 0.0 -0.1 0.0 0.000
C -0.804863 3.511952 1.037932 -0.1 0.2 0.1 0.000
H -0.541588 3.655833 -2.349935 0.0 0.0 0.0 0.000
H 0.995822 3.071072 -1.696977 0.0 0.0 0.0 0.000
H 0.171782 5.738721 -1.340443 0.0 0.0 0.0 0.000
H 1.210736 4.896200 -0.195300 0.0 0.0 0.0 0.000
H -1.836742 5.051434 -0.059574 0.0 0.0 0.0 0.000
H -0.717741 5.681795 1.142904 0.0 0.0 0.0 0.000
H -1.644717 3.250436 1.677972 0.0 0.0 0.0 0.000
H 0.136817 3.323814 1.555858 0.0 0.0 0.0 0.000
C -0.547597 -4.011646 4.219594 0.0 0.0 0.0 0.000
C 0.509324 -3.859030 3.180714 0.0 0.1 0.0 -0.004
C 1.146520 -4.881025 2.531254 0.0 0.1 0.0 0.006
C 2.097218 -4.548319 1.549029 0.0 -0.2 0.0 0.000
N 2.415049 -3.301118 1.234328 -0.1 0.2 0.2 0.005
C 1.772679 -2.305113 1.856900 0.2 0.1 -0.1 0.019
S 1.982491 -0.645996 1.497237 0.0 -0.4 -0.1 -0.010
N 0.858243 -2.605595 2.825500 -0.2 0.0 0.0 0.007
C 2.790659 -5.618085 0.767221 0.0 0.0 0.0 0.000
H -0.492316 -4.999283 4.670827 0.0 0.0 0.0 0.000
H -1.527288 -3.890376 3.753358 0.0 0.0 0.0 0.000
H -0.442838 -3.254659 4.996326 0.0 0.0 0.0 0.000
H 0.915244 -5.908644 2.766507 0.0 0.0 0.0 0.000
H 0.353523 -1.808786 3.202149 0.0 0.0 0.0 -0.001
H 2.637223 -6.605984 1.194980 0.0 0.0 0.0 0.000
H 3.854481 -5.397515 0.704104 0.0 0.0 0.0 0.000
H 2.395108 -5.610790 -0.250938 0.0 0.0 0.0 0.000


Record 3
54
Properties=species:S:1:pos:R:3:forces:R:3:mulliken_spin:R:1 method="wB97M-V/def2-TZVPD" relative_energy_kcal_mol=0.00 multiplicity=3 orbital_gap_ev="8.108 / 8.622" fmax_ev_per_a=0.615 s2=2.019
V 1.472701 0.657692 -0.148105 -0.5 -0.3 0.1 2.006
N 3.148167 -0.124856 1.044648 -0.1 0.0 0.0 -0.001
C 2.816763 0.114371 2.468559 0.0 0.0 0.0 -0.011
C 1.675014 1.113894 2.582465 0.1 0.1 0.0 -0.015
O 1.002946 1.167002 3.625117 0.0 0.0 0.0 0.001
N 1.508908 1.841683 1.476802 -0.1 -0.1 -0.1 -0.005
C 0.462690 2.850268 1.436295 0.0 0.0 0.0 0.014
C -0.687970 2.356164 0.562903 -0.1 0.0 0.0 0.007
O -1.829698 2.743103 0.716493 0.1 0.0 -0.1 0.004
O -0.320481 1.469689 -0.329832 0.3 -0.1 0.0 -0.014
H 3.343255 -1.105165 0.870283 0.0 0.0 0.0 0.002
H 3.982961 0.384496 0.776860 0.0 0.0 0.0 0.008
H 3.673079 0.507750 3.019108 0.0 0.0 0.0 0.001
H 2.507104 -0.813721 2.939732 0.0 0.0 0.0 0.000
H 0.863283 3.744194 0.950236 0.0 0.0 0.0 -0.006
H 0.103077 3.129599 2.425319 0.0 0.0 0.0 0.000
O 2.648220 1.474392 -1.361670 0.1 0.1 0.0 -0.037
N 3.534492 1.671642 -2.273297 0.0 0.1 -0.1 -0.031
C 4.225873 0.639139 -2.643642 0.1 0.0 0.0 0.042
C 4.034323 -0.650313 -2.045931 -0.1 0.0 0.0 0.013
N 3.841468 -1.643567 -1.498588 0.1 0.0 0.0 0.027
C 5.221999 0.807483 -3.656039 0.0 0.0 0.0 -0.002
N 6.037053 0.901879 -4.459384 0.0 0.0 0.0 0.021
O 1.330104 -0.172804 -3.590664 0.0 0.0 -0.1 0.001
S 0.726015 -0.692118 -2.340788 0.0 0.0 0.1 -0.012
C 0.794745 -2.497797 -2.414709 0.0 0.0 0.0 0.000
C -0.378160 -2.879045 -3.306607 0.0 0.0 0.0 -0.002
C -1.562954 -2.090462 -2.751617 0.0 0.0 0.0 0.001
C -1.084374 -0.656998 -2.517902 0.0 0.0 0.0 0.004
H 0.668886 -2.872293 -1.399063 0.0 0.0 0.0 0.002
H 1.783447 -2.751650 -2.789970 0.0 0.0 0.0 0.002
H -0.553124 -3.954773 -3.288121 0.0 0.0 0.0 0.000
H -0.167243 -2.586956 -4.337357 0.0 0.0 0.0 0.000
H -1.871176 -2.517176 -1.794768 0.0 0.0 0.0 -0.001
H -2.421178 -2.108256 -3.423851 0.0 0.0 0.0 0.000
H -1.504032 -0.180025 -1.635931 0.0 0.0 0.0 0.001
H -1.220599 -0.004467 -3.381165 0.0 0.0 0.0 0.000
C -2.389406 1.727696 3.849299 0.0 0.0 0.0 0.000
C -2.443029 0.717427 2.755801 0.0 0.0 0.0 0.000
C -3.574161 0.391364 2.050443 0.0 0.0 0.0 -0.002
C -3.454903 -0.515055 1.000990 0.0 0.0 0.0 0.002
N -2.289407 -1.077821 0.669561 0.0 0.0 0.0 0.000
C -1.206289 -0.751415 1.354502 -0.1 0.0 0.0 -0.001
S 0.345577 -1.400035 0.962787 0.1 0.1 -0.1 -0.017
N -1.297329 0.105906 2.407370 0.0 0.0 0.0 -0.001
C -4.630118 -0.861992 0.146802 0.0 0.0 0.0 0.000
H -2.664258 2.696180 3.429637 0.0 0.0 0.0 0.000
H -1.388398 1.799020 4.271308 0.0 0.0 0.0 0.000
H -3.100695 1.473580 4.634752 0.0 0.0 0.0 0.000
H -4.517214 0.863762 2.281770 0.0 0.0 0.0 0.000
H -0.436905 0.358981 2.920782 0.0 0.0 0.0 0.000
H -5.553699 -0.873649 0.723505 0.0 0.0 0.0 0.000
H -4.473822 -1.824573 -0.333599 0.0 0.0 0.0 0.000
H -4.731502 -0.101390 -0.631513 0.0 0.0 0.0 0.000


Record 4
49
Properties=species:S:1:pos:R:3:forces:R:3:lowdin_charge:R:1 method="wB97M-V/def2-TZVPD" smiles="C=CC(=O)N(CC(=O)N[C@@H](Cc1ccc(C)cc1C)B(O)O)CC(F)F" relative_energy_kcal_mol=25.95 multiplicity=1 orbital_gap_ev=7.941 fmax_ev_per_a=3.732
C 2.369822 -1.430869 -4.692916 0.7 1.3 -1.7 0.093
C 1.640419 -2.039376 -3.814505 -1.5 -0.9 -2.1 -0.107
C 1.937913 -2.053056 -2.454337 -1.3 -0.3 3.5 -0.476
O 2.955290 -1.523210 -2.056529 1.5 0.1 1.0 0.060
N 0.972643 -2.527738 -1.560136 -0.9 -1.0 0.5 -0.009
C 1.227350 -2.787192 -0.092336 0.7 1.6 -1.4 0.006
C 1.354731 -1.489170 0.729670 -0.2 -0.1 -1.0 -0.502
O 1.366716 -1.472676 1.929734 0.4 -1.1 1.7 0.081
N 1.348476 -0.357428 0.024574 -0.4 -0.4 -2.5 0.071
C 1.603714 0.935498 0.580705 1.0 1.2 0.7 -0.145
C 0.808991 1.314871 1.855662 -0.3 0.3 0.0 -0.109
C -0.668589 1.426120 1.692097 0.2 -0.9 0.1 -0.153
C -1.302933 0.145480 1.797379 0.3 0.7 -0.7 -0.024
C -2.656841 0.148020 1.605109 -0.2 -0.1 0.1 -0.062
C -3.372874 1.334709 1.391325 0.3 -0.4 0.4 -0.287
C -4.834037 1.269448 1.328156 -1.2 -0.7 -0.7 -0.070
C -2.750883 2.566710 1.327831 1.1 -1.4 0.3 -0.004
C -1.361997 2.637533 1.494396 -0.7 -1.0 0.3 -0.204
C -0.780073 4.007613 1.536330 1.8 -0.6 2.1 -0.046
B 3.169405 1.014952 0.916375 -1.3 -0.3 -1.3 -0.639
O 4.093436 0.241909 0.235417 -0.8 -0.9 -1.1 0.142
O 3.503956 2.005595 1.785447 2.3 -0.8 -0.3 0.175
C -0.501857 -2.776006 -1.881632 2.3 0.9 -1.3 -0.017
C -1.330281 -1.825440 -1.035330 2.8 1.3 -0.8 -0.427
F -2.404428 -1.328057 -1.672228 -0.3 -0.1 0.1 0.092
F -1.665610 -2.486731 0.057390 -1.5 -0.8 1.6 0.084
H 2.039493 -1.340965 -5.731421 0.3 -0.3 0.3 0.088
H 3.252744 -0.922823 -4.387375 0.6 0.4 0.1 0.075
H 0.804513 -2.525976 -4.218669 -1.2 -0.7 -0.1 0.088
H 2.102993 -3.384122 0.065907 0.7 -0.2 -0.1 0.133
H 0.415312 -3.347092 0.310194 -0.6 -0.3 0.2 0.114
H 1.589093 -0.470635 -0.980717 -0.4 0.4 1.4 0.136
H 1.423826 1.682310 -0.233189 -0.1 -0.4 0.6 0.169
H 1.220573 2.215772 2.306026 0.2 0.0 -0.2 0.117
H 0.878156 0.513400 2.576739 0.8 0.1 0.2 0.106
H -0.774591 -0.868270 1.937323 -0.6 2.2 0.0 0.134
H -3.122451 -0.827971 1.633435 -0.6 0.2 0.0 0.105
H -5.344170 1.699911 2.169338 -0.1 0.5 0.5 0.076
H -5.146424 0.224032 1.337808 -0.2 0.0 -0.3 0.076
H -5.200417 1.759739 0.423512 -0.2 -0.1 0.0 0.085
H -3.340064 3.439077 1.166382 -0.3 0.6 0.0 0.112
H -0.448042 4.363142 2.571079 -0.5 -0.7 -1.2 0.119
H 0.057840 4.125944 0.897132 1.1 -0.1 -0.6 0.064
H -1.470884 4.684170 1.182959 -1.7 1.6 -0.6 0.039
H 3.751566 -0.403538 -0.499819 0.6 1.7 2.0 0.123
H 4.484176 1.890673 1.760609 -0.5 0.8 0.6 0.131
H -0.603434 -2.631691 -2.959548 -0.4 0.1 0.4 0.114
H -0.700078 -3.790044 -1.647590 -0.4 -1.0 0.2 0.120
H -0.592189 -1.036551 -0.707761 -1.6 0.0 -0.5 0.149